[1]
Entry from the Open Molecules 2025 dataset: a 2-piece molecular cluster, C2H4ClOP overall in a non-equilibrium geometry (wB97M-V/def2-TZVPD).

The geometry in XYZ format:
```
9
Properties=species:S:1:pos:R:3
C 1.544 -0.286 0.120
C -1.280 -0.701 -0.371
O 2.367 -1.001 0.524
P -1.372 0.940 0.258
Cl 2.003 1.516 0.033
H -1.044 -0.845 -1.520
H -1.236 -1.483 0.247
H -0.473 1.232 -0.703
H -0.509 0.629 1.411
```

Calculated values
**Electronic energy**: -25992.68814 eV
**ΔE to the lowest compared entry with this formula, charge and spin**: 5.2354 eV
**Orbital gap (alpha / beta)**: 5.905 / 9.062 eV
**M**: 110.5 g mol⁻¹

How is the electron density shared among the atoms? According to Mulliken, the charges in e are:
1. C 0.27
2. C -0.71
3. O -0.27
4. P 0.03
5. Cl -0.16
6. H 0.31
7. H 0.46
8. H 0.02
9. H 0.05

---

[2]
Entry from the Open Molecules 2025 dataset: C2H4ClOP in the gas phase in a non-equilibrium geometry (wB97M-V/def2-TZVPD).

The geometry in XYZ format:
```
9
Properties=species:S:1:pos:R:3
C -2.159 -0.625 0.036
C 1.777 0.376 0.012
O 0.657 -0.464 -0.220
P -0.793 0.357 -0.221
Cl -3.762 0.052 -0.068
H -2.245 -1.674 0.512
H 2.661 0.116 0.617
H 1.473 1.432 0.241
H 2.392 0.428 -0.909
```

Calculated values
**Electronic energy**: -25993.03526 eV
**ΔE to the lowest compared entry with this formula, charge and spin**: 1.1771 eV
**Orbital gap (alpha / beta)**: 7.037 / 7.618 eV
**Spin multiplicity**: 3
**<S²>**: 2.008
**M**: 110.5 g mol⁻¹

How is the electron density shared among the atoms? According to Mulliken, the charges in e are:
1. C -0.13
2. C -0.62
3. O -0.25
4. P -0.03
5. Cl -0.11
6. H 0.34
7. H 0.28
8. H 0.29
9. H 0.25

---

[3]
Entry from the Open Molecules 2025 dataset: C2H4ClP as an isolated structure in a non-equilibrium geometry (wB97M-V/def2-TZVPD).

The geometry in XYZ format:
```
8
Properties=species:S:1:pos:R:3
C -0.462 0.130 -0.714
C -0.364 -0.135 0.782
P 0.702 1.237 0.123
Cl 2.690 -0.590 -0.028
H -0.315 -0.493 -1.590
H -1.256 0.758 -0.942
H -1.310 0.078 1.379
H 0.317 -0.986 0.990
```

Calculated values
**Electronic energy**: -23948.24311 eV
**ΔE to the lowest compared entry with this formula, charge and spin**: 1.2473 eV
**Orbital gap**: 8.536 eV
**M**: 94.5 g mol⁻¹

How is the electron density shared among the atoms? According to Mulliken, the charges in e are:
1. C -0.44
2. C -0.51
3. P 0.25
4. Cl -0.44
5. H 0.28
6. H 0.30
7. H 0.27
8. H 0.28

---

[4]
Entry from the Open Molecules 2025 dataset: a 2-piece molecular cluster, C2H4F2O3 overall in a non-equilibrium geometry (wB97M-V/def2-TZVPD).

The geometry in XYZ format:
```
11
Properties=species:S:1:pos:R:3
C -0.259 -0.060 0.363
C 3.241 -0.279 -0.162
O 2.710 -0.665 -1.109
O 0.551 0.875 -0.511
O 1.677 1.268 0.396
F 3.216 -0.741 1.087
F 4.249 0.603 -0.119
H 0.264 -0.926 0.839
H -1.130 -0.277 -0.287
H -0.424 0.663 1.245
H 1.097 0.316 -1.074
```

Calculated values
**Electronic energy**: -13711.49682 eV
**ΔE to the lowest compared entry with this formula, charge and spin**: 4.8476 eV
**Orbital gap**: 10.583 eV
**M**: 114.0 g mol⁻¹

How is the electron density shared among the atoms? According to Mulliken, the charges in e are:
1. C -0.40
2. C 0.84
3. O -0.55
4. O -0.11
5. O -0.58
6. F -0.18
7. F -0.20
8. H 0.25
9. H 0.27
10. H 0.22
11. H 0.43